C4H8O | ωB97M-V/def2-TZVPD

Atoms and positions in Å:
O 2.498 0.371 -0.507
C 2.596 -0.613 -1.363
C -0.384 -0.291 0.860
C -1.761 0.235 0.568
C -0.667 0.446 -0.432
H 1.693 0.343 0.051
H 1.686 -1.261 -1.193
H 0.180 0.210 1.644
H -0.229 -1.365 0.810
H -2.100 1.095 1.137
H -2.540 -0.484 0.332
H -0.278 1.453 -0.559
H -0.696 -0.139 -1.348

F_max ... 0.0080 hartree/bohr
E ... -232.2933 Ha

***

C7H17NO | ωB97M-V/def2-TZVPD

Atoms and positions in Å:
C 1.425 0.108 0.284
C -1.060 -0.160 -0.141
C -1.409 1.145 0.633
C 2.030 -1.147 0.918
C 2.495 0.838 -0.527
C -1.383 -1.349 0.769
C -1.947 -0.243 -1.391
N 0.318 -0.240 -0.606
O -1.037 2.324 -0.041
H -1.519 2.365 -0.875
H 0.404 0.312 -1.451
H 1.099 0.779 1.093
H -0.880 1.176 1.587
H -2.487 1.145 0.850
H 1.287 -1.699 1.484
H 2.841 -0.870 1.588
H 2.422 -1.801 0.142
H 2.106 1.778 -0.912
H 3.356 1.057 0.095
H 2.817 0.220 -1.358
H -1.055 -2.267 0.296
H -2.454 -1.407 0.948
H -0.883 -1.249 1.728
H -1.735 -1.169 -1.921
H -1.751 0.584 -2.073
H -3.001 -0.229 -1.119

F_max ... 0.0099 hartree/bohr
E ... -406.9006 Ha
SMILES string ... CC(C)NC(C)(C)CO

***

H26O13 | ωB97M-V/def2-TZVPD

Atoms and positions in Å:
O 1.851 2.447 -0.018
H 2.530 2.677 0.632
H 1.635 3.280 -0.452
O -0.698 -3.315 0.991
H 0.252 -3.506 0.968
H -0.859 -2.886 0.137
O 0.465 2.686 3.142
H 1.141 2.008 3.256
H 0.348 2.776 2.176
O 3.419 -0.108 -0.630
H 3.494 0.114 -1.567
H 2.651 0.393 -0.326
O -3.504 -0.695 0.184
H -4.106 0.055 0.164
H -2.861 -0.508 0.913
O 2.164 -3.004 1.272
H 3.056 -2.791 0.975
H 1.769 -2.149 1.496
O -1.117 2.594 0.840
H -1.017 2.695 -0.157
H -1.802 3.230 1.084
O 1.763 -2.422 -1.783
H 1.122 -2.201 -1.094
H 2.588 -2.036 -1.461
O -1.727 -0.241 2.260
H -1.679 -0.544 3.175
H -1.290 0.630 2.238
O -0.445 0.171 -2.808
H -0.738 -0.337 -3.569
H -0.611 -0.433 -2.049
O 0.323 -0.302 0.109
H -0.499 -0.367 0.625
H 0.642 0.599 0.264
O -0.958 2.799 -1.903
H -0.329 3.428 -2.277
H -0.593 1.910 -2.133
O -1.750 -2.109 -1.542
H -2.116 -2.857 -2.030
H -2.517 -1.686 -1.102

F_max ... 0.0194 hartree/bohr
E ... -993.7462 Ha

***

C3H10N3O2 | ωB97M-V/def2-TZVPD

Atoms and positions in Å:
N -2.313 -1.168 0.205
C -1.190 -1.805 -0.376
O -0.515 -2.592 0.485
O -0.782 -1.652 -1.513
H -2.853 -1.750 0.831
H -2.953 -0.900 -0.542
H -0.930 -2.530 1.348
C 1.936 1.783 0.186
C 0.617 2.016 0.465
N -0.329 1.971 -0.658
N 2.927 1.420 1.095
H 2.242 1.847 -0.859
H 0.162 2.015 1.458
H -1.039 2.689 -0.608
H 0.118 2.067 -1.565
H -0.826 1.092 -0.699
H 2.614 1.025 1.967
H 3.677 0.872 0.733

F_max ... 0.0350 hartree/bohr
E ... -434.8157 Ha
Charge ... +1

***

C3H8Cl2N2 | ωB97M-V/def2-TZVPD

Atoms and positions in Å:
C -0.295 -1.235 -0.548
C 0.225 -0.265 -1.559
C 0.512 -1.087 0.716
N -0.486 2.153 0.825
N 0.149 -1.359 1.894
Cl -1.125 -0.182 -2.853
Cl 2.238 -0.636 0.391
H -0.174 -2.259 -0.940
H -1.407 -1.268 -0.323
H 0.365 0.756 -1.228
H 1.135 -0.626 -1.924
H -0.693 1.931 1.760
H 0.060 3.111 0.851
H 0.775 -1.475 2.680
H -1.280 2.441 0.258

F_max ... 0.0879 hartree/bohr
E ... -1148.9779 Ha
SMILES string ... [H]/N=C(\Cl)CCCl.N

***

C5H3NO2 | ωB97M-V/def2-TZVPD

Atoms and positions in Å:
C -0.381 2.145 0.037
C 0.258 -1.771 -0.001
C 1.303 -0.794 -0.193
C 0.721 1.559 -0.179
C -1.047 -1.877 0.106
N -1.045 3.180 0.173
O 1.444 0.503 -0.277
O -2.192 -2.057 0.201
H 0.685 -2.771 0.034
H 2.280 -1.248 -0.294
H -2.025 3.131 0.393

F_max ... 0.0338 hartree/bohr
E ... -397.3234 Ha